{"formula": "C17H36BFI3N2O10P2S2", "method": "wB97M-V/def2-TZVPD", "homo_ev": -11.2, "lumo_energy_ev": -4.25, "total_charge": 1, "symbols": ["C", "C", "C", "F", "C", "O", "C", "C", "I", "C", "C", "I", "P", "N", "O", "C", "S", "C", "O", "O", "N", "I", "C", "C", "B", "O", "O", "P", "C", "C", "C", "H", "H", "H", "H", "H", "H", "H", "H", "H", "H", "H", "H", "H", "H", "H", "H", "H", "H", "H", "H", "H", "H", "H", "H", "H", "H", "H", "H", "H", "H", "H", "H", "C", "C", "O", "S", "O", "O", "O", "H", "H", "H", "H"], "positions_angstrom": [[-1.478, 2.468, -2.290], [-1.487, 1.263, -1.347], [-0.606, 0.093, -1.796], [0.143, 0.430, -2.917], [0.359, -0.321, -0.668], [1.498, 0.518, -0.756], [2.178, 0.678, 0.480], [3.592, 1.277, 0.280], [5.045, -0.093, -0.584], [3.638, 2.608, -0.469], [3.384, 2.559, -1.978], [5.528, 3.583, -0.059], [1.106, 1.933, 1.568], [0.708, 3.038, 0.345], [2.297, 2.718, 2.362], [2.307, -0.732, 1.165], [1.661, -1.016, 2.868], [-0.067, -0.797, 3.153], [1.984, -2.380, 3.168], [2.355, 0.070, 3.505], [2.123, -1.780, 0.072], [2.984, -3.652, 0.536], [0.765, -1.815, -0.628], [0.881, -2.505, -1.992], [1.767, -1.986, -3.206], [2.617, -0.943, -3.046], [1.710, -2.725, -4.374], [-0.440, -2.718, 0.539], [-2.079, -2.128, -0.021], [-0.554, -4.467, -0.034], [-0.797, -5.363, 1.190], [-1.999, 2.261, -3.224], [-0.466, 2.811, -2.509], [-2.004, 3.290, -1.802], [-1.162, 1.585, -0.362], [-2.517, 0.907, -1.270], [-1.207, -0.760, -2.102], [-0.162, -0.084, 0.272], [3.962, 1.419, 1.296], [2.971, 3.309, 0.018], [4.317, 2.541, -2.541], [2.844, 3.454, -2.294], [2.815, 1.669, -2.250], [-0.273, 3.291, 0.367], [0.993, 2.835, -0.605], [2.401, 3.624, 2.045], [3.360, -0.822, 1.448], [-0.525, -0.039, 2.526], [-0.059, -0.451, 4.190], [-0.551, -1.762, 3.058], [2.795, -1.448, -0.648], [-0.139, -2.582, -2.384], [1.184, -3.546, -1.846], [3.020, -0.648, -3.871], [1.215, -2.361, -5.113], [-2.244, -2.242, -1.096], [-2.269, -1.098, 0.282], [-2.800, -2.777, 0.483], [-1.383, -4.566, -0.740], [0.351, -4.788, -0.544], [-1.096, -6.364, 0.882], [0.108, -5.438, 1.797], [-1.566, -4.950, 1.848], [-5.542, 3.016, 2.394], [-5.799, 1.875, 1.428], [-4.578, 1.809, 0.657], [-3.339, 2.205, 1.563], [-2.683, 1.030, 2.030], [-2.580, 3.199, 0.887], [-4.153, 2.842, 2.754], [-5.660, 3.992, 1.924], [-6.138, 2.959, 3.299], [-6.623, 2.058, 0.745], [-5.939, 0.925, 1.944]]}